Record 1
{"formula": "C10H11ClO4S", "method": "ωB97M-V with the def2-TZVPD basis set", "homo_lumo_gap_ev": 8.6, "lumo_energy_ha": 0.00055, "e_tot_ev": -42087.0206, "smiles": "O=C(O)CCS(=O)(=O)Cc1cccc(Cl)c1", "multiplicity": 1, "e_homo_ha": -0.31697, "largest_force_ev_per_a": 15.12, "species": ["O", "C", "O", "C", "C", "S", "O", "O", "C", "C", "C", "C", "C", "C", "Cl", "C", "H", "H", "H", "H", "H", "H", "H", "H", "H", "H", "H"], "positions_angstrom": [[0.8292, -2.1276, 4.1893], [1.0431, -2.0399, 2.9453], [2.3653, -2.1276, 2.3825], [-0.0326, -1.9580, 2.0845], [0.3520, -1.3705, 0.8613], [0.5965, 0.4567, 1.3852], [1.3636, 0.5162, 2.4500], [-0.6585, 0.7747, 1.4726], [1.4419, 1.3335, -0.0129], [0.4641, 1.1217, -1.2196], [1.2004, 0.0962, -2.3488], [0.5118, -0.0993, -3.3826], [-0.9002, 0.0865, -3.5473], [-1.6063, 1.0278, -2.5886], [-3.0754, 1.4050, -2.8704], [-0.8149, 1.3160, -1.4497], [2.9628, -2.0242, 3.2463], [-0.1047, -3.1786, 1.6351], [-1.0346, -1.7187, 2.5096], [1.2582, -1.7400, 0.5097], [-0.2521, -1.2850, 0.0238], [1.1494, 2.1744, 0.1988], [2.5725, 1.1850, -0.1219], [2.2417, -0.2713, -2.2087], [0.9817, -1.0389, -4.1400], [-1.3364, -0.0052, -4.4353], [-1.1571, 2.0418, -0.8776]], "forces_ev_per_angstrom": [[1.7, 0.3, -4.0], [3.4, -1.2, 7.4], [-0.9, 0.5, 3.9], [-4.0, -5.5, -2.8], [1.9, 4.8, -1.5], [6.8, -6.7, -11.3], [7.6, 0.9, 9.8], [-14.2, 5.2, 0.7], [0.0, -8.3, -2.6], [7.0, -6.4, -3.6], [1.8, 4.5, 7.9], [-2.9, -6.2, -7.0], [0.6, 5.0, 5.7], [9.4, -6.4, -2.2], [-6.1, 2.0, -0.6], [-0.7, 0.5, -1.7], [-1.8, -0.4, -2.6], [-0.2, 2.8, 1.8], [1.2, -0.1, -0.1], [1.7, -0.7, -0.5], [-1.9, -0.1, -1.2], [-1.8, 9.7, 3.0], [-2.1, 0.0, 0.0], [-1.0, 0.5, 0.1], [-1.3, 3.1, 1.7], [-1.8, -1.1, -3.5], [-2.5, 3.0, 3.2]], "lowdin_charge": [0.060, -0.513, 0.011, -0.200, -0.210, 0.515, -0.199, -0.199, -0.105, -0.130, -0.052, -0.197, -0.041, -0.791, 0.882, -0.127, 0.189, 0.243, 0.165, 0.084, 0.083, -0.018, 0.154, 0.111, 0.179, 0.035, 0.072]}



Record 2
{"formula": "C3H3N3O", "method": "ωB97M-V with the def2-TZVPD basis set", "homo_lumo_gap_ev": 9.1, "lumo_energy_ha": -0.01567, "e_tot_ev": -9672.7152, "smiles": "C1=NC=NN=CO1", "multiplicity": 1, "e_homo_ha": -0.35024, "largest_force_ev_per_a": 10.35, "species": ["C", "N", "C", "N", "N", "C", "O", "H", "H", "H"], "positions_angstrom": [[-0.2566, 1.1740, -0.1041], [-1.4359, 0.6096, -0.2721], [-1.3089, -0.7955, 0.1409], [-0.2594, -1.5995, 0.1821], [0.9560, -1.2578, -0.2221], [1.5719, -0.0966, -0.0823], [0.8514, 0.9791, 0.4282], [-0.5499, 2.2707, -0.1433], [-2.3257, -1.1941, 0.4653], [2.7572, -0.0898, -0.3926]], "forces_ev_per_angstrom": [[-8.7, 5.4, -1.6], [3.8, -3.4, 0.7], [-0.2, -0.6, -0.1], [-3.8, 1.6, 1.0], [4.0, 2.9, -1.0], [0.1, -5.0, -1.2], [5.1, -1.1, 2.2], [1.5, -0.6, -0.5], [1.7, 0.1, -0.4], [-3.5, 0.7, 1.0]], "lowdin_charge": [-0.322, 0.106, -0.150, -0.006, -0.011, -0.109, 0.043, 0.143, 0.119, 0.187]}



Record 3
{"formula": "C12H20AgF5OSb2Te", "method": "ωB97M-V with the def2-TZVPD basis set", "homo_lumo_gap_ev": 8.6, "lumo_energy_ha": 0.00043, "e_tot_ev": -52770.5917, "multiplicity": 1, "e_homo_ha": -0.31667, "largest_force_ev_per_a": 1.34, "species": ["Ag", "C", "Sb", "C", "C", "C", "C", "C", "C", "C", "C", "C", "Sb", "C", "C", "H", "H", "H", "H", "H", "H", "H", "H", "H", "H", "H", "H", "H", "H", "H", "H", "H", "H", "H", "H", "F", "Te", "F", "F", "F", "F", "O"], "positions_angstrom": [[2.0459, -0.0776, -0.2466], [0.3274, -2.8252, -2.6047], [0.1738, -2.1412, -0.5874], [-0.5516, -3.9869, 0.2126], [-1.7101, -1.1003, -0.8248], [-2.1921, -0.4722, 0.4524], [-2.6340, -1.3117, 1.4772], [-3.0779, -0.8178, 2.6905], [-3.0922, 0.5531, 2.9023], [-2.6723, 1.3993, 1.8921], [-2.2225, 0.9158, 0.6612], [-1.7757, 1.9083, -0.3702], [0.3661, 2.2005, -0.3292], [0.4406, 3.1510, 1.5790], [0.3737, 3.9814, -1.5101], [-0.6234, -3.2485, -2.9265], [1.1056, -3.5843, -2.6636], [0.6043, -1.9974, -3.2549], [-1.4753, -4.2476, -0.3022], [-0.7250, -3.9133, 1.2832], [0.1995, -4.7523, 0.0253], [-2.4312, -1.8298, -1.1980], [-1.5360, -0.3710, -1.6142], [-2.6373, -2.3823, 1.3056], [-3.4141, -1.4968, 3.4629], [-3.4393, 0.9607, 3.8425], [-2.7002, 2.4718, 2.0490], [-2.2013, 2.8905, -0.1627], [-2.0584, 1.6265, -1.3838], [-0.2802, 3.9671, 1.6149], [1.4444, 3.5412, 1.7384], [0.2146, 2.4266, 2.3594], [-0.3392, 4.6780, -1.0714], [0.0868, 3.7556, -2.5351], [1.3683, 4.4225, -1.5087], [4.0327, -1.3707, 0.7670], [4.9883, -0.4791, -0.6230], [6.0552, 0.0187, -2.0582], [6.3828, -0.1581, 0.5568], [5.7634, -2.1591, -0.8344], [3.7105, -1.2020, -1.8506], [4.1051, 1.0562, -0.4118]], "forces_ev_per_angstrom": [[-1.1, 0.4, 0.1], [0.0, 0.0, 0.1], [0.1, 0.2, -0.2], [0.1, 0.1, 0.1], [0.1, 0.0, 0.1], [0.0, 0.0, 0.0], [0.0, 0.0, 0.0], [0.0, 0.0, 0.0], [0.0, 0.0, 0.0], [0.0, 0.0, 0.0], [0.0, 0.0, 0.0], [0.1, 0.0, 0.0], [0.0, -0.1, 0.1], [0.0, 0.0, 0.0], [0.1, -0.1, 0.0], [0.0, 0.0, 0.0], [0.0, 0.0, 0.0], [0.0, 0.0, 0.0], [0.0, 0.0, 0.0], [0.0, 0.0, 0.0], [0.0, 0.0, 0.0], [0.0, 0.0, 0.0], [0.0, 0.0, 0.0], [0.0, 0.0, 0.0], [0.0, 0.0, 0.0], [0.0, 0.0, 0.0], [0.0, 0.0, 0.0], [0.0, 0.0, 0.0], [0.0, 0.0, 0.0], [0.0, 0.0, 0.0], [0.0, 0.0, 0.0], [0.0, 0.0, 0.0], [0.0, 0.0, 0.0], [0.0, 0.0, 0.0], [0.0, 0.0, 0.0], [0.1, 0.1, -0.1], [0.9, -1.0, -0.2], [0.0, 0.1, 0.0], [0.0, 0.1, 0.1], [0.1, 0.1, 0.0], [0.1, 0.1, 0.1], [-0.3, 0.0, 0.1]], "lowdin_charge": [0.345, -0.322, 1.337, -0.322, -0.335, -0.295, -0.064, -0.081, -0.082, -0.061, -0.293, -0.332, 1.350, -0.317, -0.318, 0.010, 0.009, 0.005, 0.013, -0.002, 0.007, 0.072, 0.039, 0.098, 0.104, 0.104, 0.110, 0.063, 0.056, 0.011, 0.008, 0.004, 0.008, 0.004, 0.007, -0.443, 1.713, -0.369, -0.368, -0.364, -0.449, -0.659]}